(1)
DFT (ωB97M-V/def2-TZVPD) results for C5H8N2 in the gas phase.

XYZ file:
```
15
Properties=species:S:1:pos:R:3:forces:R:3:mulliken_charge:R:1
C -2.4463 -0.5882 0.2048 -0.05 -0.02 0.01 -1.02
C -1.0573 -0.0553 0.0292 -0.05 -0.02 0.01 0.63
C -0.6590 1.2506 -0.3396 -0.01 0.00 0.01 -0.83
C 0.7155 1.2076 -0.3366 0.06 -0.12 0.02 -0.16
N 1.0671 -0.0496 0.0169 0.06 0.16 -0.06 0.69
C 2.3998 -0.6006 0.1173 0.09 -0.02 0.01 -0.73
N 0.0001 -0.8327 0.2394 -0.12 0.19 -0.06 -0.96
H -3.0676 -0.3868 -0.6748 0.13 -0.02 0.12 0.28
H -2.9410 -0.1290 1.0675 0.08 -0.05 -0.11 0.24
H -2.4141 -1.6681 0.3666 0.02 0.14 -0.02 0.31
H -1.2863 2.1013 -0.5687 0.09 -0.16 0.04 0.36
H 1.4626 1.9589 -0.5567 -0.13 -0.12 0.04 0.35
H 3.1230 0.2140 0.0366 -0.11 -0.12 0.02 0.28
H 2.5822 -1.3230 -0.6836 -0.05 0.09 0.10 0.27
H 2.5212 -1.0992 1.0816 -0.02 0.07 -0.13 0.27
```
Positions in Å, forces in eV/Å.

## Properties
Total charge ... 0
E_HOMO ... -8.940 eV
SMILES ... Cc1ccn(C)n1
DFT total energy ... -304.81908 Eh
Molar mass ... 96.133 g mol⁻¹
Gap between HOMO and LUMO ... 9.98 eV

***

(2)
DFT (ωB97M-V/def2-TZVPD) results for a 2-piece molecular cluster, C7H12FI overall at a distorted geometry.

XYZ file:
```
21
Properties=species:S:1:pos:R:3:forces:R:3:mulliken_charge:R:1
C 1.1895 -3.0814 -0.2716 0.55 0.76 -2.96 -1.06
C 1.8536 -1.8090 -0.8087 -0.65 -0.80 3.55 -0.13
C 2.4070 -0.9965 0.0696 0.51 0.64 -0.72 -0.05
F 2.5210 -1.3014 1.3655 -0.04 -0.08 0.02 -0.26
I 3.2225 0.8783 -0.3926 0.04 -0.32 0.05 0.08
H 0.7534 -2.8948 0.6516 -0.95 0.32 1.68 0.33
H 0.3958 -3.3668 -1.0324 1.24 -0.34 1.09 0.29
H 2.0427 -3.7273 -0.1061 -0.42 -1.06 -0.26 0.32
H 1.7459 -1.5499 -1.7850 -0.05 0.78 -2.58 0.49
C 0.1118 0.4761 1.4360 -0.21 -1.69 0.89 -0.95
C -0.5194 1.2283 0.5431 1.65 1.19 -0.59 1.00
C -1.4606 0.8297 -0.5911 4.13 -1.40 -0.25 -1.22
C -0.1034 2.7096 0.5389 1.54 -2.87 -2.89 -1.44
H 0.8226 0.8528 2.2462 -1.14 -0.38 -1.40 0.27
H -0.0848 -0.6326 1.4349 0.28 1.15 0.19 0.22
H -1.6813 -0.2651 -0.4894 0.54 0.78 -0.92 0.30
H -0.9638 1.2763 -1.5769 -1.52 -1.41 1.84 0.26
H -2.3207 1.2774 -0.3091 -3.10 1.85 0.04 0.43
H -0.0556 2.9498 1.5017 0.84 1.42 4.00 0.51
H 0.8527 2.9304 -0.0241 -1.03 -0.43 0.68 0.17
H -0.8577 3.2638 0.1472 -2.22 1.88 -1.48 0.45
```
Positions in Å, forces in eV/Å.

## Properties
Total charge ... 0
E_HOMO ... -8.982 eV
SMILES ... C/C=C(\F)I.C=C(C)C
DFT total energy ... -671.36844 Eh
Molar mass ... 242.075 g mol⁻¹
Gap between HOMO and LUMO ... 9.48 eV

***

(3)
DFT (ωB97M-V/def2-TZVPD) results for C3H8NP in the gas phase at a distorted geometry.

XYZ file:
```
13
Properties=species:S:1:pos:R:3:forces:R:3:mulliken_charge:R:1
C -1.2608 0.6044 -0.4021 -3.36 1.78 -2.74 -0.48
C -1.4964 -0.8053 0.0123 -0.51 0.34 1.27 -0.55
C -0.2273 -0.0034 0.3395 1.75 -1.67 3.13 -0.40
N 1.0101 -0.3982 -0.2704 -3.45 0.64 -2.18 -0.73
P 2.6501 -0.0565 0.0909 3.14 -0.13 0.72 0.12
H -1.2275 0.6728 -1.4592 0.70 0.39 -0.94 0.23
H -1.9482 1.4326 -0.0629 1.15 -1.05 0.36 0.26
H -2.3299 -0.9145 0.7156 0.78 -0.33 0.12 0.24
H -1.3524 -1.6108 -0.6916 -0.10 0.13 -0.13 0.26
H -0.0307 0.4165 1.3202 -0.26 -0.39 0.17 0.51
H 0.7900 -0.6017 -1.2955 1.01 0.16 0.94 0.46
H 2.7457 1.3237 0.2069 0.12 0.76 -1.05 0.06
H 2.6773 -0.0598 1.4962 -0.97 -0.62 0.32 0.02
```
Positions in Å, forces in eV/Å.

## Properties
Total charge ... 0
E_HOMO (alpha / beta) ... -3.590 / -9.198 eV
DFT total energy ... -514.94483 Eh
<S²> ... 2.01
Molar mass ... 89.078 g mol⁻¹
2S+1 ... 3
Gap between HOMO and LUMO (alpha / beta) ... 4.63 / 6.33 eV

***

(4)
DFT (ωB97M-V/def2-TZVPD) results for C2H3ClO2S in the gas phase at a distorted geometry.

XYZ file:
```
9
Properties=species:S:1:pos:R:3:forces:R:3:mulliken_charge:R:1
C -0.1507 0.5822 -0.8930 -0.35 -0.90 -1.52 -0.62
C -0.5509 -0.3128 0.2484 -1.88 -0.71 -1.82 0.53
O 1.8339 -0.4545 0.7029 2.56 0.57 0.90 -0.65
O -0.3978 0.0268 1.5277 0.75 1.03 0.00 -0.46
S 1.0720 -0.7783 -0.5068 -1.05 0.08 -0.25 0.44
Cl -1.9418 -1.4112 0.0843 0.29 0.34 -0.19 -0.21
H -0.4229 0.4254 -2.0038 -0.21 -0.35 2.12 0.29
H -0.0159 1.6313 -0.7698 0.61 0.62 0.65 0.29
H 0.5740 0.2912 1.6102 -0.72 -0.67 0.11 0.39
```
Positions in Å, forces in eV/Å.

## Properties
Total charge ... 0
E_HOMO ... -9.591 eV
DFT total energy ... -1086.78703 Eh
Molar mass ... 126.564 g mol⁻¹
Gap between HOMO and LUMO ... 10.04 eV

***

(5)
DFT (ωB97M-V/def2-TZVPD) results for C21H20AsFN3O3PtS3 as an isolated structure.

XYZ file:
```
53
Properties=species:S:1:pos:R:3:forces:R:3:mulliken_charge:R:1
Pt -0.2612 -0.1912 1.0156 -0.11 -0.01 0.02 0.80
C 1.9109 7.4521 1.3442 0.00 0.00 0.00 -1.38
C 0.5957 6.8183 0.9042 0.00 0.00 0.00 -0.22
C -0.6307 7.4725 1.5252 0.00 0.00 0.00 -1.08
C -0.6531 7.2548 3.0320 0.00 0.00 0.00 -1.14
C -0.4986 5.7914 3.3544 0.00 0.00 0.00 1.03
C -0.9663 5.2716 4.5388 0.00 0.00 0.00 -0.67
C -0.8376 3.9120 4.8046 0.00 0.00 -0.01 0.09
F -1.3163 3.4544 5.9828 0.00 0.00 0.00 -0.37
C -0.2720 3.0458 3.9172 0.01 0.01 0.00 -1.18
C 0.2238 3.5499 2.7061 -0.01 0.03 0.00 0.71
C 0.7982 2.6038 1.7305 -0.15 -0.06 0.05 1.29
O 0.7204 1.3899 2.0409 0.16 0.08 -0.12 -0.98
C 1.3600 3.1873 0.5527 -0.01 0.02 0.02 -0.27
C 1.2001 4.5316 0.3749 0.04 -0.02 0.02 -0.27
N 0.5931 5.3829 1.2204 0.02 0.03 -0.02 0.15
C 0.1138 4.9176 2.4311 -0.02 -0.02 0.03 -0.45
C 2.2189 2.4979 -0.5351 0.06 0.11 0.06 0.22
O 2.5479 3.2292 -1.4888 -0.09 -0.07 0.00 -0.79
O 2.5300 1.3136 -0.3131 0.00 -0.20 0.01 -0.57
H 1.9165 8.5177 1.1081 0.00 0.00 0.00 0.39
H 2.7481 6.9797 0.8301 0.00 0.00 0.00 0.40
H 2.0668 7.3321 2.4170 0.00 0.00 0.00 0.36
H 0.5167 6.8828 -0.1818 0.00 0.00 0.00 0.49
H -1.5265 7.0349 1.0785 0.00 0.00 0.00 0.37
H -0.6273 8.5368 1.2850 0.00 0.00 0.00 0.44
H -1.5884 7.6228 3.4560 0.00 0.00 0.00 0.45
H 0.1491 7.8285 3.5056 0.00 0.00 0.00 0.35
H -1.4524 5.9088 5.2674 0.00 0.00 0.00 0.51
H -0.2071 1.9851 4.1119 0.00 0.00 0.00 0.69
H 1.6139 4.9498 -0.5361 -0.01 0.01 -0.01 0.57
S -1.6403 -1.7103 0.0363 0.07 0.06 0.03 -0.35
C -2.8626 -0.4881 -0.0560 0.00 -0.01 0.02 0.64
S -2.2614 0.9352 0.7152 -0.03 0.05 -0.04 -0.47
C -4.0998 -0.6365 -0.6398 0.02 0.00 -0.01 0.19
C -5.0406 0.4319 -0.6465 0.00 0.00 0.00 0.00
N -5.8051 1.2947 -0.6531 0.00 0.00 0.00 -0.54
C -4.4685 -1.8627 -1.2619 -0.02 0.00 0.02 0.00
N -4.7648 -2.8575 -1.7638 0.01 0.00 -0.01 -0.54
C 1.0519 -0.4308 -2.1854 -0.06 -0.02 0.15 -0.97
As 2.0078 -1.5690 -0.9611 0.24 0.15 -0.08 0.84
C 3.8784 -1.2471 -1.2527 0.06 -0.03 0.01 -1.12
C 1.6475 -3.3455 -1.6442 0.05 -0.02 0.01 -1.10
S 1.6542 -1.5636 1.1452 -0.09 -0.06 -0.07 -0.60
H 0.1598 -0.9557 -2.5185 -0.04 0.00 0.02 0.43
H 1.7291 -0.2224 -3.0141 -0.02 0.00 0.00 0.42
H 0.8031 0.4873 -1.6684 -0.02 0.03 -0.05 0.15
H 4.1394 -1.4037 -2.2994 -0.03 0.00 0.00 0.38
H 4.4488 -1.9192 -0.6136 0.00 -0.02 -0.01 0.37
H 4.0349 -0.2097 -0.9588 -0.01 -0.01 -0.04 0.30
H 1.3918 -3.2909 -2.7018 0.04 0.00 -0.01 0.40
H 0.8103 -3.7552 -1.0835 -0.02 0.01 -0.03 0.30
H 2.5248 -3.9752 -1.5046 -0.02 -0.02 0.03 0.38
```
Positions in Å, forces in eV/Å.

## Properties
Total charge ... -1
E_HOMO ... -4.991 eV
DFT total energy ... -4851.92561 Eh
Molar mass ... 747.608 g mol⁻¹
Gap between HOMO and LUMO ... 7.06 eV

***

(6)
DFT (ωB97M-V/def2-TZVPD) results for a 2-piece molecular cluster, C3H11N3O overall at a distorted geometry.

XYZ file:
```
18
Properties=species:S:1:pos:R:3:forces:R:3:mulliken_charge:R:1
H -0.5887 -2.1982 -0.2177 0.01 0.87 0.31 0.17
N -0.0076 -1.4405 0.1741 0.36 -0.23 0.37 -0.59
C -0.5029 -0.2796 0.3339 1.13 0.18 -0.42 0.53
C 0.4249 0.9425 0.7767 -0.14 -0.04 -1.26 -0.66
C 0.9574 1.7446 -0.4940 -2.40 -0.72 -0.47 -0.96
N -1.7869 0.0771 -0.0343 -0.63 1.33 0.70 0.00
N -2.8352 -0.8718 -0.1874 0.88 -0.22 0.06 -0.75
H 1.2705 0.7243 1.4573 -0.49 -0.71 -0.65 0.30
H -0.1816 1.5935 1.3660 -0.64 0.67 0.39 0.36
H 1.5864 2.6039 -0.3206 0.43 -0.11 0.50 0.36
H 1.4052 1.0227 -1.1701 0.50 0.09 -0.01 0.20
H 0.0905 2.1595 -1.1092 0.80 -0.57 0.95 0.28
H -2.1321 0.9243 0.4322 0.18 -0.63 -0.46 0.26
H -2.7539 -1.3046 -1.1045 0.00 0.31 -0.09 0.27
H -2.6341 -1.6344 0.4566 -0.24 -0.03 0.22 0.27
O 2.8397 -1.6144 -0.0807 2.07 0.34 -2.68 -0.65
H 2.6309 -1.0289 -0.8528 0.10 -0.91 1.30 0.32
H 2.2175 -1.4200 0.5744 -1.92 0.39 1.23 0.30
```
Positions in Å, forces in eV/Å.

## Properties
Total charge ... 0
E_HOMO ... -9.572 eV
SMILES ... [H]/N=C(/CC)NN.O
DFT total energy ... -360.36099 Eh
Molar mass ... 105.141 g mol⁻¹
Gap between HOMO and LUMO ... 10.38 eV